No. 1
Molecular formula: C20H20N2O2S
Method: DFT, ωB97M-V/def2-TZVPD

Atoms and positions in Å:
1 C -7.74962 -0.65252 0.56602
2 O -6.79612 -1.12786 -0.35016
3 C -5.49885 -0.72334 -0.20337
4 C -5.03052 0.12814 0.78634
5 C -3.68760 0.46649 0.84231
6 C -2.77765 -0.02090 -0.09044
7 N -1.42829 0.35057 -0.10642
8 C -0.99098 1.47721 0.68850
9 C 0.30373 2.03222 0.08654
10 N 1.30323 0.98957 0.01340
11 C 2.44739 1.09400 0.72516
12 O 2.73532 2.09156 1.36010
13 C 3.37260 -0.07716 0.66869
14 C 3.17588 -1.25756 1.29981
15 S 4.49396 -2.37009 1.13200
16 C 5.37320 -1.21380 0.17120
17 C 6.62955 -1.37763 -0.39229
18 C 7.16237 -0.33077 -1.11558
19 C 6.45760 0.86259 -1.27502
20 C 5.20830 1.02643 -0.72026
21 C 4.64769 -0.01823 0.01500
22 C 0.85983 -0.15086 -0.74845
23 C -0.42928 -0.69748 -0.12806
24 C -3.26382 -0.87038 -1.08997
25 C -4.59285 -1.21978 -1.14163
26 H -8.69834 -1.09003 0.25881
27 H -7.52030 -0.97060 1.58869
28 H -7.82928 0.43940 0.53533
29 H -5.69487 0.53445 1.53293
30 H -3.36018 1.11518 1.63976
31 H -1.75288 2.25649 0.65577
32 H -0.80670 1.19564 1.73894
33 H 0.70285 2.83801 0.70440
34 H 0.10367 2.40599 -0.92337
35 H 2.32663 -1.55899 1.88248
36 H 7.17097 -2.30161 -0.26106
37 H 8.14011 -0.43519 -1.56121
38 H 6.90219 1.66718 -1.84122
39 H 4.66145 1.95036 -0.82977
40 H 1.63347 -0.91788 -0.76917
41 H 0.65070 0.17587 -1.77416
42 H -0.79092 -1.54585 -0.70676
43 H -0.20874 -1.04596 0.89655
44 H -2.59220 -1.24804 -1.84587
45 H -4.96275 -1.87481 -1.91449

Properties
- energy above the lowest of the compared OMol25 structures with the same formula, charge and spin (kJ/mol) = 77.0
- SMILES = COc1ccc(N2CCN(C(=O)c3csc4ccccc34)CC2)cc1
- HOMO energy (eV) = -7.7
- F_max (eV/A) = 0.517

Atomic partial charges in e from the Mulliken method, atoms 1 to 5:
1 C -0.833
2 O -0.462
3 C 0.809
4 C -0.492
5 C -0.572

***

No. 2
Molecular formula: C23H27BN6Rh
Method: DFT, ωB97M-V/def2-TZVPD

Atoms and positions in Å:
1 Rh 0.01088 -1.56683 -2.09058
2 C -3.04850 -2.01732 -2.40665
3 C -2.61447 -1.13387 -1.28918
4 C -3.24449 -0.11349 -0.62756
5 C -2.31109 0.38161 0.30008
6 C -2.48289 1.49795 1.27256
7 N -1.18931 -0.31417 0.18839
8 N -1.36647 -1.28661 -0.75144
9 B 0.07812 -0.33101 1.10893
10 N 1.32376 -0.34771 0.15562
11 N 1.43537 -1.33633 -0.77835
12 C 2.67820 -1.23938 -1.35191
13 C 3.06504 -2.15140 -2.46713
14 C 3.35973 -0.23316 -0.72095
15 C 2.47324 0.30760 0.22398
16 C 2.72280 1.42876 1.17330
17 N 0.06920 -1.59281 1.94687
18 N 0.05265 -2.83203 1.35669
19 C 0.01429 -3.69435 2.34548
20 C -0.01287 -5.17078 2.09649
21 C 0.00055 -3.02915 3.59764
22 C 0.03770 -1.69306 3.30006
23 C 0.04086 -0.51302 4.22369
24 H -3.88503 -1.58812 -2.95158
25 H -3.33348 -2.99947 -2.02962
26 H -2.23931 -2.17671 -3.13188
27 H -4.24531 0.25525 -0.78680
28 H -3.51643 1.83600 1.26224
29 H -1.83705 2.33698 1.00625
30 H -2.22595 1.18484 2.28491
31 H 0.09557 0.63931 1.80962
32 H 2.30166 -2.91605 -2.61729
33 H 3.99183 -2.67635 -2.24015
34 H 3.21053 -1.60136 -3.39734
35 H 4.37180 0.09201 -0.90070
36 H 3.79151 1.53748 1.34198
37 H 2.23096 1.26087 2.12973
38 H 2.34439 2.36306 0.75541
39 H -0.02389 -5.38442 1.02776
40 H -0.89417 -5.62146 2.55468
41 H 0.85979 -5.65242 2.54010
42 H -0.02764 -3.47741 4.57992
43 H 0.03512 -0.86483 5.25250
44 H -0.83772 0.11941 4.08035
45 H 0.92627 0.11067 4.08487
46 C 0.00659 0.23009 -2.77359
47 C -0.04451 1.41647 -2.53975
48 C -0.10761 2.83385 -2.32339
49 C 0.03505 3.30215 -1.01523
50 C -0.04371 4.65876 -0.75096
51 C -0.26648 5.55451 -1.78941
52 C -0.39638 5.09105 -3.09207
53 C -0.31721 3.73467 -3.36326
54 H 0.19206 2.58318 -0.21487
55 H 0.06693 5.02305 0.26263
56 H -0.34115 6.61473 -1.58378
57 H -0.55897 5.79345 -3.89907
58 H -0.41033 3.36729 -4.37825

Properties
- energy above the lowest of the compared OMol25 structures with the same formula, charge and spin (kJ/mol) = 220.3
- total charge = +1
- HOMO energy (eV) = -10.9
- F_max (eV/A) = 1.390

Atomic partial charges in e from the Mulliken method, atoms 1 to 5:
1 Rh 0.279
2 C -1.491
3 C 0.544
4 C -1.017
5 C 0.660

***

No. 3
Molecular formula: C6H8N2PdSe2Te2
Method: DFT, ωB97M-V/def2-TZVPD

Atoms and positions in Å:
1 Pd 0.55445 0.40636 -0.39114
2 Se -1.29946 -0.89532 -1.35883
3 Te -0.79774 -3.27181 -0.75047
4 Te 0.05641 -2.80202 1.74639
5 Se 1.83229 -1.26865 0.70183
6 N 2.04084 1.51360 0.29482
7 C 2.56868 0.96702 1.25809
8 C 3.94393 1.26390 1.68643
9 C 4.57766 0.47293 2.55100
10 C 3.88478 -0.65767 3.22345
11 C 2.62197 -0.94702 2.97923
12 C 1.87824 -0.19700 1.94104
13 H 4.42711 2.09890 1.19644
14 H 5.61385 0.65906 2.80211
15 H 4.42733 -1.21944 3.97294
16 H 2.10265 -1.71080 3.54416
17 H 0.81858 -0.03192 2.13348
18 N -0.22895 2.17761 -1.23068
19 H -0.68263 2.05314 -2.12853
20 H 0.57576 2.79164 -1.32997
21 H -0.88922 2.60590 -0.59288

Properties
- energy above the lowest of the compared OMol25 structures with the same formula, charge and spin (kJ/mol) = 131.6
- HOMO energy (eV) = -7.2
- F_max (eV/A) = 12.454

Atomic partial charges in e from the Mulliken method, atoms 1 to 5:
1 Pd 0.258
2 Se -0.310
3 Te -0.030
4 Te 0.028
5 Se -0.048

***

Q: Which of these has the highest F_max?
A: C6H8N2PdSe2Te2

***

Q: Which of these has the lowest F_max?
A: C20H20N2O2S